No. 1
{"formula": "C28H41FeN2O2P2S", "method": "the ωB97M-V functional and the def2-TZVPD basis", "symbols": ["Fe", "C", "C", "C", "C", "C", "C", "C", "C", "C", "C", "H", "H", "H", "H", "H", "H", "H", "H", "H", "H", "H", "H", "H", "H", "C", "P", "C", "C", "C", "P", "C", "C", "H", "H", "H", "H", "H", "H", "H", "H", "H", "H", "H", "H", "H", "H", "H", "H", "C", "C", "C", "C", "C", "C", "C", "S", "O", "O", "N", "C", "C", "C", "C", "C", "N", "H", "H", "H", "H", "H", "H", "H", "H", "H", "H", "H"], "coordinates": [[-0.8712, -0.1396, -0.1570], [2.3706, 1.6648, 3.3685], [1.2518, 2.0123, 2.3772], [0.5479, 3.2964, 2.8020], [0.3203, 0.8275, 2.2281], [0.8310, -0.4260, 1.8644], [0.0216, -1.5517, 1.7480], [-1.3456, -1.4950, 2.0428], [-2.2133, -2.7198, 1.9710], [-1.8483, -0.2522, 2.4326], [-1.0527, 0.8945, 2.4751], [3.0242, 2.5257, 3.4973], [2.9859, 0.8320, 3.0276], [1.9580, 1.4093, 4.3455], [1.7072, 2.1710, 1.3937], [0.0759, 3.1913, 3.7806], [-0.2103, 3.6179, 2.0867], [1.2774, 4.1002, 2.8813], [1.8841, -0.5225, 1.6449], [0.4643, -2.4959, 1.4574], [-2.6195, -2.8578, 0.9656], [-3.0454, -2.6501, 2.6698], [-1.6421, -3.6146, 2.2106], [-2.8804, -0.1824, 2.7333], [-1.5035, 1.8314, 2.7694], [-0.4092, 2.2287, -3.1496], [-1.2995, 1.9372, -1.6064], [-1.0167, 3.4107, -0.5910], [-3.0440, 2.0600, -2.1091], [-3.9494, 1.6880, -0.9469], [-3.5938, -0.0138, -0.3860], [-4.8194, -0.1854, 0.9532], [-4.3698, -1.0184, -1.6867], [-0.7806, 3.1727, -3.5544], [-0.6062, 1.4278, -3.8615], [0.6623, 2.2930, -2.9875], [-1.3177, 4.2922, -1.1600], [0.0413, 3.4763, -0.3472], [-1.5886, 3.3697, 0.3352], [-3.1998, 1.3941, -2.9614], [-3.2374, 3.0771, -2.4594], [-5.0051, 1.7411, -1.2242], [-3.8074, 2.3660, -0.1012], [-5.8075, -0.0432, 0.5127], [-4.6789, 0.5703, 1.7217], [-4.7809, -1.1762, 1.4033], [-5.3785, -0.6344, -1.8470], [-4.4426, -2.0557, -1.3667], [-3.8143, -0.9766, -2.6220], [6.8323, -1.4282, 1.4640], [5.5585, -1.0377, 0.7723], [5.2778, 0.2977, 0.4891], [4.1162, 0.6620, -0.1702], [3.2195, -0.3307, -0.5477], [3.4747, -1.6724, -0.2864], [4.6439, -2.0123, 0.3707], [1.7732, 0.1763, -1.3837], [1.1736, 1.2739, -0.5876], [2.0654, 0.4407, -2.7592], [0.6801, -0.9662, -1.1346], [0.0697, -1.8300, -2.0367], [0.6045, -2.4018, -3.1838], [-0.1712, -3.3387, -3.8357], [-1.4323, -3.6679, -3.3367], [-1.8950, -3.0013, -2.2255], [-1.1704, -2.0639, -1.5899], [7.3135, -0.5707, 1.9279], [7.5332, -1.8581, 0.7469], [6.6476, -2.1813, 2.2288], [5.9851, 1.0637, 0.7789], [3.9177, 1.7015, -0.3946], [2.7767, -2.4377, -0.5994], [4.8583, -3.0545, 0.5685], [1.5966, -2.1368, -3.5186], [0.2094, -3.8293, -4.7212], [-2.0389, -4.4300, -3.8016], [-2.8638, -3.2337, -1.8077]], "mulliken_charge": [1.4368, -1.5999, 1.3547, -1.8141, 1.4390, -0.1566, -1.4381, 0.7709, -1.6255, -1.0909, -0.7500, 0.4432, 0.3449, 0.4096, -0.3189, 0.4214, 0.3101, 0.4237, 0.2215, 0.3921, 0.1971, 0.4063, 0.4552, 0.8607, 0.5756, -1.4821, 1.1248, -1.5337, -1.0845, -1.1928, 0.9860, -1.4752, -1.6848, 0.5361, 0.4272, 0.3722, 0.6651, 0.2947, 0.3487, 0.4074, 0.6069, 0.6259, 0.3732, 0.5173, 0.4319, 0.3860, 0.5555, 0.3940, 0.4684, -1.4918, 0.8764, -1.1737, -0.2923, -0.1163, -0.3479, -0.8092, 1.3368, -0.8211, -0.7178, 0.4561, 0.1417, -1.0380, -0.5681, -1.1850, -0.1782, 0.3390, 0.3842, 0.3275, 0.3872, 0.3956, 0.5334, 0.3555, 0.4465, 0.5713, 0.4885, 0.4631, 0.4994], "multiplicity": 6, "s2": 8.766, "total_charge": 2, "mol_weight_g_mol": 587.5, "de_lowest_ev": 0.6116, "homo_energy_ev": [-14.15, -14.17]}

No. 2
{"formula": "C2H2ClN", "method": "the ωB97M-V functional and the def2-TZVPD basis", "symbols": ["C", "C", "N", "Cl", "H", "H"], "coordinates": [[-0.0428, -0.2378, 2.9372], [-0.0385, -0.1016, -1.1144], [-0.7860, 0.2738, -0.2234], [0.4101, 0.5113, 1.5877], [0.9820, 0.0136, -1.2064], [-0.5248, -0.4593, -1.9807]], "mulliken_charge": [-0.0462, -0.1761, -0.4108, 0.1114, 0.2498, 0.2718], "multiplicity": 1, "mol_weight_g_mol": 75.5, "de_lowest_ev": 6.8001, "homo_energy_ev": [-8.83, -8.08]}

No. 3
{"formula": "C3H3NO", "method": "the ωB97M-V functional and the def2-TZVPD basis", "symbols": ["C", "C", "C", "N", "O", "H", "H", "H"], "coordinates": [[1.6508, 0.4759, -0.0377], [0.4334, -0.5978, -0.0768], [-0.9614, 0.0059, -0.0521], [2.5223, 1.2076, 0.0534], [0.6627, -1.7614, 0.0232], [-1.7760, -0.5554, -0.5150], [-1.0485, 1.0952, -0.3586], [-1.4833, 0.1300, 0.9637]], "mulliken_charge": [0.1277, 0.6194, -0.9409, -0.3011, -0.4071, 0.3254, 0.3032, 0.2734], "multiplicity": 1, "smiles": "CC(=O)C#N", "mol_weight_g_mol": 69.1, "de_lowest_ev": 0.8219, "homo_energy_ev": -11.52}

No. 4
{"formula": "C2H3BrF2", "method": "the ωB97M-V functional and the def2-TZVPD basis", "symbols": ["C", "C", "F", "F", "Br", "H", "H", "H"], "coordinates": [[-0.3509, -0.2169, 1.6940], [0.0346, 0.0610, -1.5832], [0.8665, -0.8483, -1.9529], [-1.2503, 0.0265, -1.9387], [0.8897, 1.0218, 2.3807], [-0.7138, 0.1928, 0.7195], [-0.0082, -1.1433, 1.8389], [0.5324, 0.9064, -1.1582]], "mulliken_charge": [-0.4710, -0.0711, -0.1982, -0.2024, -0.0739, 0.2024, 0.3362, 0.4781], "multiplicity": 1, "mol_weight_g_mol": 144.9, "de_lowest_ev": 4.8336, "homo_energy_ev": [-8.93, -8.17]}

No. 5
{"formula": "C22H21ClN2O5S", "method": "the ωB97M-V functional and the def2-TZVPD basis", "symbols": ["C", "H", "O", "C", "C", "C", "C", "C", "C", "H", "H", "N", "C", "O", "C", "N", "C", "C", "C", "C", "C", "C", "H", "Cl", "O", "C", "H", "H", "H", "H", "H", "S", "O", "O", "C", "C", "C", "C", "C", "C", "H", "H", "H", "H", "H", "H", "H", "H", "H", "H", "H", "H"], "coordinates": [[-6.1596, -1.2680, 0.3391], [-6.2574, -1.6654, 1.3542], [-5.0954, -1.8759, -0.3532], [-3.8295, -1.7088, 0.1319], [-3.4997, -0.9804, 1.2679], [-2.1766, -0.8353, 1.6468], [-1.1621, -1.4051, 0.8905], [-1.4933, -2.1657, -0.2294], [-2.8098, -2.3179, -0.6020], [-3.0772, -2.8946, -1.4735], [-0.7071, -2.6166, -0.8168], [0.1978, -1.1653, 1.1401], [0.6984, -0.2027, 1.9541], [0.1750, 0.2256, 2.9569], [2.0291, 0.3641, 1.4301], [1.8967, 0.7716, 0.0356], [0.5952, 1.1668, -0.3649], [-0.0468, 0.5868, -1.4493], [-1.3648, 0.8943, -1.7402], [-2.0878, 1.7706, -0.9423], [-1.4140, 2.3877, 0.1201], [-0.0948, 2.1031, 0.4043], [0.3777, 2.5820, 1.2458], [-2.2748, 3.4995, 1.1081], [-3.4001, 2.0743, -1.0965], [-4.1280, 1.4015, -2.0975], [-4.1145, 0.3186, -1.9419], [-3.7450, 1.6328, -3.0962], [-5.1491, 1.7700, -2.0119], [-1.8330, 0.4072, -2.5792], [0.4737, -0.1265, -2.0651], [2.7828, -0.2262, -0.9962], [2.7577, 0.3163, -2.3165], [2.3502, -1.5931, -0.8179], [4.4280, -0.0299, -0.3225], [5.1484, -1.1306, 0.0991], [6.4350, -0.9483, 0.5813], [6.9786, 0.3254, 0.6318], [6.2463, 1.4213, 0.1993], [4.9612, 1.2445, -0.2848], [4.3650, 2.0706, -0.6376], [6.6778, 2.4097, 0.2370], [7.9812, 0.4654, 1.0071], [7.0105, -1.7982, 0.9145], [4.6938, -2.1075, 0.0416], [2.3174, 1.2164, 2.0526], [2.8123, -0.3946, 1.4890], [0.8204, -1.5156, 0.4134], [-1.9324, -0.2552, 2.5207], [-4.2606, -0.5078, 1.8675], [-6.0405, -0.1807, 0.3842], [-7.0564, -1.5100, -0.2293]], "mulliken_charge": [-0.8531, 0.3410, -0.4690, 0.5341, -0.2878, -0.7257, -0.1085, -0.3407, -0.4436, 0.4406, 0.4490, 0.0109, 0.3271, -0.6294, -0.6805, 0.0382, 0.1298, -0.1879, -0.9389, 0.5754, 0.2736, -0.4429, 0.5196, -0.2366, -0.4920, -0.7726, 0.2496, 0.3602, 0.2376, 0.3634, 0.3885, 1.4335, -0.6861, -0.7955, -0.2042, -0.0098, -0.6813, -0.3416, -0.7390, -0.3580, 0.4711, 0.3979, 0.3930, 0.3987, 0.4774, 0.3181, 0.5435, 0.2396, 0.5300, 0.4143, 0.3234, 0.2454], "multiplicity": 1, "smiles": "COc1ccc(NC(=O)CN(c2ccc(OC)c(Cl)c2)S(=O)(=O)c2ccccc2)cc1", "mol_weight_g_mol": 460.9, "homo_energy_ev": -7.86}

No. 6
{"formula": "C6H14N3OS", "method": "the ωB97M-V functional and the def2-TZVPD basis", "symbols": ["C", "C", "C", "C", "C", "C", "N", "N", "N", "O", "S", "H", "H", "H", "H", "H", "H", "H", "H", "H", "H", "H", "H", "H", "H"], "coordinates": [[2.6699, 1.7247, 0.0116], [1.1995, 1.9156, -0.0974], [1.6827, 0.5416, 0.2811], [-2.3742, 0.7978, 0.4649], [-1.9724, 0.3650, -0.9305], [0.5548, -1.5862, 0.1979], [1.4456, -0.0425, 1.5591], [-1.2316, -0.9572, -0.8226], [0.2752, -2.8947, 0.0620], [0.5072, -1.1089, 1.3914], [1.6940, -0.8104, -0.9042], [3.1706, 1.5575, -0.8953], [3.2187, 2.1560, 0.9035], [0.5799, 2.3944, 0.7622], [0.7686, 1.8159, -1.0259], [-2.4130, -0.0023, 1.2017], [-1.7735, 1.5995, 0.9412], [-3.4891, 1.2013, 0.4610], [-2.7793, 0.1425, -1.6143], [-1.3829, 1.1648, -1.3979], [-0.8197, -1.1906, -1.7712], [-1.8980, -1.7143, -0.6617], [0.1681, -3.2139, -0.8120], [2.2361, -0.5744, 1.7777], [-0.0374, -3.2813, 0.9176]], "mulliken_charge": [-0.7360, -0.5211, 0.6292, -0.9098, -0.3728, 0.6692, -0.3659, -0.6156, -0.3432, -0.2467, -0.1455, 0.3020, 0.2917, 0.2091, 0.3035, 0.2854, 0.1913, 0.2989, 0.4335, 0.1973, 0.3869, 0.2939, 0.2151, 0.2949, 0.2545], "multiplicity": 1, "total_charge": 1, "mol_weight_g_mol": 176.3, "de_lowest_ev": 4.0692, "homo_energy_ev": -13.40}